[1]
{"formula": "C2H6NO2P", "method": "ωB97M-V with the def2-TZVPD basis set", "elements": ["C", "C", "N", "O", "O", "P", "H", "H", "H", "H", "H", "H"], "coordinates": [[-0.832, 0.085, 0.075], [-1.298, -1.133, -0.610], [1.088, 2.244, 0.177], [-1.560, 0.642, 0.857], [1.195, 0.763, -1.772], [0.786, 0.727, -0.339], [-1.790, -0.885, -1.549], [-2.052, -1.511, 0.089], [-0.519, -1.823, -0.796], [0.979, 2.960, -0.636], [0.766, 2.512, 1.111], [1.539, -0.298, 0.302]], "spin_multiplicity": 1, "de_lowest_kcal_mol": 12.81, "charge": 0, "mol_weight_g_mol": 107.05, "total_energy_ha": -626.399988, "smiles": "CC(=O)[P@H](N)=O"}

---

[2]
{"formula": "C2H6NO2P", "method": "ωB97M-V with the def2-TZVPD basis set", "elements": ["C", "C", "N", "O", "O", "P", "H", "H", "H", "H", "H", "H"], "coordinates": [[-1.597, 0.477, -0.158], [-0.131, 0.111, -0.569], [0.223, -1.189, -0.115], [-2.138, -0.373, 0.703], [-2.186, 1.487, -0.421], [1.002, 1.373, 0.288], [0.000, 0.201, -1.683], [-1.409, -1.004, 0.944], [0.891, -1.219, 0.784], [0.540, -1.886, -0.775], [0.048, 1.264, 1.511], [0.404, 2.708, -0.193]], "spin_multiplicity": 1, "de_lowest_kcal_mol": 38.06, "charge": 0, "mol_weight_g_mol": 107.05, "total_energy_ha": -626.359746, "smiles": "N[C@H](P)C(=O)O"}

---

[3]
{"formula": "C2H6NO2P", "method": "ωB97M-V with the def2-TZVPD basis set", "elements": ["C", "C", "N", "O", "O", "P", "H", "H", "H", "H", "H", "H"], "coordinates": [[1.519, 0.412, 0.376], [-1.242, 0.048, -0.258], [1.309, -0.846, 0.531], [-0.856, -1.041, -0.729], [-1.830, 0.031, 1.118], [0.071, 1.501, 0.089], [2.476, 0.989, 0.357], [-2.006, 0.541, -0.854], [2.010, -1.485, 0.817], [-0.025, -1.385, -0.286], [-2.473, -0.613, 1.177], [1.047, 1.848, -2.340]], "spin_multiplicity": 1, "de_lowest_kcal_mol": 138.42, "charge": 0, "mol_weight_g_mol": 107.05, "total_energy_ha": -626.199817}

---

[4]
{"formula": "C2H6NO2P", "method": "ωB97M-V with the def2-TZVPD basis set", "elements": ["C", "C", "N", "O", "O", "P", "H", "H", "H", "H", "H", "H"], "coordinates": [[0.895, -0.484, -0.407], [1.633, 0.331, 0.639], [-0.509, -0.499, -0.352], [1.411, -1.027, -1.312], [-1.045, -0.214, 0.896], [-1.502, -1.540, -1.447], [2.652, 0.046, 0.879], [1.035, 0.465, 1.606], [1.638, 1.246, 0.033], [-1.055, 0.785, 1.079], [-2.637, -0.769, -1.350], [-2.028, -2.391, -0.389]], "spin_multiplicity": 1, "de_lowest_kcal_mol": 66.96, "charge": 0, "mol_weight_g_mol": 107.05, "total_energy_ha": -626.313693, "smiles": "CC(=O)N(O)P"}